[1]
122
Properties=species:S:1:pos:R:3 method="wB97M-V/def2-TZVPD" charge=-1 lumo_energy_ev="1.5 / 1.5" e_homo_ev="0.174 / -4.171" multiplicity=2
C 3.8515 -1.6969 2.2322
C 3.3198 -2.5457 1.0919
C 4.1712 -3.7908 1.2041
O 5.4351 -3.2796 1.5260
C 5.3136 -2.1419 2.3869
H 3.3345 -1.8891 3.1724
H 3.7496 -0.6672 1.8895
H 3.4881 -2.1112 0.1065
H 2.2722 -2.8240 1.2063
H 4.0984 -4.4565 0.3440
H 3.9489 -4.3893 2.0875
H 6.1107 -1.4118 2.2460
H 5.4389 -2.5631 3.3844
C 6.4389 2.0348 -1.6461
C 5.7248 1.0249 -2.5010
C 4.5772 0.3873 -1.6283
O 4.6024 1.2465 -0.5360
C 5.9497 1.7085 -0.2509
H 6.1150 3.0580 -1.8365
H 7.5274 1.9838 -1.6711
H 6.3589 0.2003 -2.8266
H 5.3777 1.5714 -3.3779
H 4.7635 -0.6521 -1.3580
H 3.5986 0.4248 -2.1068
H 6.5529 0.9396 0.2317
H 5.8605 2.5829 0.3937
C -0.3326 0.9319 0.1170
C 0.9043 0.3113 -0.5164
C 0.5191 0.1129 -1.9354
O -0.8682 -0.2217 -1.8801
C -1.4403 0.5544 -0.8332
H -0.2790 2.0204 0.1392
H -0.4732 0.6502 1.1606
H 1.1862 -0.6505 -0.0880
H 1.7739 0.9676 -0.4812
H 1.0473 -0.7140 -2.4102
H 0.6643 1.0230 -2.5174
H -2.1960 -0.0266 -0.3045
H -1.9961 1.4154 -1.2044
C -6.0642 -1.2729 2.2985
C -5.6844 -2.3348 1.2972
C -4.5637 -1.5733 0.5159
O -3.9216 -0.7524 1.5231
C -4.6997 -0.5889 2.6676
H -6.6019 -1.7001 3.1450
H -6.7460 -0.5333 1.8787
H -6.4312 -2.7583 0.6256
H -5.3156 -3.2178 1.8191
H -5.0035 -0.8308 -0.1498
H -3.8423 -2.2244 0.0222
H -4.8277 0.4744 2.8703
H -4.2893 -1.1533 3.5049
C -2.6200 5.1578 -6.2525
C -3.6264 4.7514 -5.1400
O -4.8020 4.9149 -5.2780
N -3.0377 4.0146 -4.1977
C -3.6319 3.3523 -3.1238
H -3.1602 5.7590 -6.9839
H -2.1803 4.3687 -6.8626
H -1.8018 5.6864 -5.7635
H -2.0443 3.9672 -4.3738
H -3.6848 2.2695 -3.2377
H -4.5707 3.7930 -2.7884
H -3.0776 3.3637 -2.1854
C 1.0933 -5.1308 3.8729
C 0.0332 -4.0412 3.5547
O -0.5293 -3.3996 4.4463
N -0.2762 -3.7722 2.2660
C -1.3083 -2.8055 1.7949
H 0.8375 -6.0996 3.4438
H 1.1041 -5.2926 4.9508
H 2.0489 -4.7854 3.4784
H 0.2702 -4.3244 1.6206
H -1.8508 -2.2600 2.5671
H -2.0461 -3.3721 1.2269
H -0.9257 -2.0414 1.1182
C 2.5658 -6.8424 -0.6974
C 1.6426 -5.6495 -0.4777
O 1.1024 -5.6378 0.6175
N 1.4544 -4.7956 -1.4752
C 0.5327 -3.6562 -1.4462
H 2.1763 -7.7598 -0.2561
H 3.5576 -6.7287 -0.2598
H 2.7444 -7.0730 -1.7477
H 1.7335 -5.2343 -2.3412
H 1.0525 -2.7384 -1.1715
H -0.1988 -3.6226 -0.6388
H 0.0818 -3.5266 -2.4301
C 1.5289 -0.0664 5.4676
C 0.3571 0.7552 4.9890
O 0.3963 1.9709 4.9449
N -0.7293 0.0308 4.5942
C -1.9064 0.6077 3.9683
H 1.9596 0.4069 6.3500
H 2.2801 -0.0912 4.6782
H 1.2365 -1.0840 5.7269
H -0.6754 -0.9771 4.6305
H -1.9074 1.6765 3.7542
H -2.8100 0.3644 4.5272
H -1.9738 0.1602 2.9768
N -6.3794 4.3476 0.6584
C -6.1743 3.0196 0.6621
C -4.9291 2.3520 0.6615
C -3.7731 3.1531 0.6558
C -3.9317 4.5369 0.6624
C -5.2057 5.1143 0.5328
H -7.0303 2.3698 0.7687
H -4.9945 1.2814 0.7880
H -2.7701 2.7994 0.8435
H -3.0615 5.1690 0.5643
H -5.3102 6.1846 0.4329
N 0.1134 4.3295 -4.1794
C 0.9820 5.3251 -4.0007
C 2.3571 5.1447 -3.9904
C 2.8534 3.8545 -4.0596
C 1.9400 2.8080 -4.0802
C 0.5807 3.0864 -4.1565
H 0.5981 6.3322 -3.9312
H 3.0425 5.9657 -3.8405
H 3.8934 3.5667 -4.0132
H 2.3539 1.8155 -4.1807
H -0.0684 2.2298 -4.2629

=====

[2]
124
Properties=species:S:1:pos:R:3 method="wB97M-V/def2-TZVPD" charge=-2 lumo_energy_ev=3.6 e_homo_ev=-1.722
Na 1.6513 0.7918 -1.1815
C -1.7744 -4.5553 0.1516
C -1.1759 -4.0203 1.5231
C -0.2827 -5.1763 2.0687
C -2.3275 -3.6131 2.4659
C -0.3485 -2.7746 1.3419
C -0.8088 -1.7440 0.5721
C -0.1258 -0.5079 0.4589
N -0.6763 0.4231 -0.4512
C -1.6643 1.1474 0.2624
C -1.9326 0.9492 1.6348
C -3.0056 1.6309 2.2531
C -3.8000 2.4660 1.5128
C -3.4766 2.7693 0.1979
C -2.4292 2.1161 -0.4120
O -2.2371 2.2170 -1.8084
C -4.4831 3.5824 -0.6039
C -3.8054 4.7328 -1.4048
C -5.2599 2.6492 -1.5773
C -5.5675 4.2563 0.3072
C -3.2788 1.3675 3.7594
C -1.9448 1.0759 4.5356
C -3.9907 2.5275 4.3883
C -4.1141 0.0583 3.8276
C 1.0045 -0.2417 1.2930
O 1.6488 0.8695 1.1356
C 1.4327 -1.2264 2.1357
C 0.7899 -2.4826 2.1052
C 2.4790 -0.9380 3.2057
C 3.8875 -0.7235 2.5519
C 2.1754 0.3816 3.8993
C 2.5493 -1.9538 4.2993
H -2.0756 -5.6231 0.1794
H -0.9079 -4.4097 -0.6045
H -2.5725 -3.8660 -0.1813
H -0.9530 -5.9847 2.3543
H 0.3361 -4.9002 2.9410
H 0.4558 -5.4911 1.3378
H -2.8842 -4.5272 2.5639
H -2.9826 -2.9101 1.9269
H -2.1686 -3.2608 3.4773
H -1.6785 -1.8348 -0.0493
H -1.4400 0.1602 2.2330
H -4.5654 3.0086 2.0325
H -3.1738 4.1732 -2.1314
H -3.2006 5.3126 -0.6754
H -4.6389 5.3532 -1.7954
H -4.5838 2.1821 -2.3107
H -5.9229 3.1957 -2.2722
H -5.8325 1.8540 -1.1454
H -4.9880 4.8867 0.9836
H -6.1727 3.5582 0.8735
H -6.2739 4.8340 -0.2339
H -1.2242 1.8660 4.5102
H -1.3317 0.2826 4.2006
H -2.1429 1.0142 5.6400
H -3.2761 3.3632 4.3938
H -4.1643 2.1702 5.4544
H -4.9372 2.8169 4.0607
H -3.6831 -0.8403 3.3665
H -5.0368 0.0705 3.2752
H -4.4115 -0.2657 4.8135
H 1.2095 -3.3292 2.7375
H 3.8391 0.0823 1.8526
H 4.3859 -1.5718 2.1255
H 4.4799 -0.3753 3.3771
H 2.0383 1.2529 3.3219
H 2.9484 0.5618 4.6503
H 1.2703 0.1614 4.4462
H 3.0462 -2.9081 4.0096
H 1.5190 -2.2553 4.6299
H 3.1648 -1.5597 5.1106
O 0.8999 3.6234 1.0053
H 0.0108 3.7855 1.3302
H 0.9596 2.6553 1.1203
O -2.8500 -1.3730 -1.9993
H -2.1904 -1.7995 -2.5855
H -2.3255 -0.7159 -1.5155
C 2.4391 -3.0860 -1.0684
N 1.2933 -3.1427 -1.9260
C 1.1696 -2.9508 -3.2405
N 2.4793 -2.9440 -3.9517
O 0.1214 -3.0102 -3.8410
H 2.0975 -2.8172 -0.1208
H 3.1798 -2.3812 -1.4196
H 3.0041 -4.0123 -0.9579
H 0.4402 -2.8849 -1.4316
H 3.2001 -2.5213 -3.3449
H 2.4877 -2.4047 -4.8294
C -0.5492 0.1911 -4.2393
Si -0.7579 2.0519 -3.9826
C -2.3382 2.5681 -4.7590
C 0.7817 2.9937 -4.6561
C -0.9718 2.7533 -2.2469
H -0.5106 0.0526 -5.2812
H -1.4144 -0.3933 -4.1311
H 0.4046 -0.2841 -3.8096
H -2.6467 1.9901 -5.6271
H -2.3760 3.6332 -5.0373
H -3.0026 2.4681 -3.8716
H 0.6934 2.6933 -5.7178
H 1.7648 2.6201 -4.1758
H 0.7722 4.0356 -4.6735
H -0.9711 3.8982 -2.3357
H -0.1433 2.5489 -1.6427
C 4.7991 2.2522 -0.4499
C 5.4816 0.9900 -0.8654
O 5.5987 0.8813 -2.2691
P 4.5739 -0.1634 -3.0112
O 3.1820 0.0072 -2.5128
Te 5.0457 0.0133 -5.3258
O 5.1060 -1.5650 -2.3709
C 6.4424 -2.1756 -2.5906
C 6.2515 -3.5658 -2.0532
H 4.5545 2.1458 0.6066
H 3.8698 2.3723 -0.9762
H 5.3397 3.1385 -0.6777
H 4.9872 0.1340 -0.3993
H 6.5498 0.9426 -0.4617
H 7.1104 -1.5797 -2.0346
H 6.8021 -2.1287 -3.6235
H 5.6148 -3.5977 -1.2007
H 7.2596 -4.1284 -1.8942
H 5.7007 -4.1154 -2.8542

=====

no.,DFT total energy (eV)
1,-65859.45243
2,-90290.45345